1.
The ion C2H4NO3S with charge +1 at a distorted geometry, computed with wB97M-V/def2-TZVPD.

Geometry (Å):
1 O 1.319 -1.451 0.363
2 O 0.730 0.813 -0.615
3 H -0.406 1.031 1.127
4 S 0.184 -2.120 -0.243
5 C -0.544 0.682 0.028
6 H -1.659 -0.969 0.679
7 N 1.700 1.128 0.316
8 C -1.028 -0.802 -0.267
9 H -1.813 -0.898 -1.062
10 H -1.250 1.401 -0.196
11 O 2.766 1.185 -0.130

The value obtained for the LUMO energy (alpha / beta) is -8.9756 / -8.9752 eV. For the energy above the lowest of the compared OMol25 structures with the same formula, charge and spin, the calculation gives 33.6 kcal per mole. The orbital gap (alpha / beta) is 5.434 / 5.434 eV. As for the net charge: +1.

Atomic partial charges in e from the Löwdin method, atoms 1 to 4:
1. O -0.311
2. O -0.132
3. H 0.169
4. S 1.300

2.
A structure of composition C44H48CrN5P4Se2 at a distorted geometry, computed with wB97M-V/def2-TZVPD.

Geometry (Å):
1 H -2.337 -6.334 -4.062
2 C 4.189 2.113 -0.157
3 H -0.155 -5.235 -4.219
4 C -0.692 2.599 1.782
5 H 2.163 4.486 2.390
6 C -0.839 -2.347 2.583
7 H -4.730 1.109 -2.655
8 H 4.688 -2.043 -2.097
9 H 2.415 0.709 -3.106
10 H 4.244 6.822 0.374
11 H 0.821 5.086 1.423
12 C -0.391 -4.120 -2.406
13 C -6.371 2.236 -1.882
14 H 3.060 -1.621 -2.621
15 H 6.589 7.471 0.728
16 H -3.829 -2.563 3.768
17 H -6.360 2.980 -2.688
18 H 4.419 -1.523 -3.727
19 C 4.971 -0.626 0.478
20 C -4.050 -1.902 1.722
21 C -1.247 -3.846 -1.339
22 H -8.108 1.476 0.918
23 C -1.129 -4.115 4.165
24 H 7.826 3.362 0.377
25 C -1.376 -5.002 3.127
26 H -1.494 -5.283 0.994
27 H 0.848 4.767 -0.939
28 H -1.643 -6.033 3.343
29 C -4.681 -2.161 0.497
30 H 2.657 1.980 2.460
31 P -0.737 -2.632 -0.125
32 N 5.446 2.434 0.020
33 P 1.370 2.566 -0.090
34 H 3.743 0.987 -4.256
35 H 6.102 0.187 -3.636
36 H 4.882 -1.682 0.275
37 C -0.856 -2.777 3.908
38 C 0.821 2.895 1.686
39 H -0.670 -2.079 4.711
40 C 3.463 1.032 -3.191
41 H -5.521 -4.358 3.538
42 P 3.840 0.342 -0.571
43 H -0.639 -1.315 2.345
44 Cr 1.428 0.051 -0.427
45 C -5.504 0.258 -0.863
46 H 0.949 3.587 -2.249
47 C 5.863 0.466 -2.611
48 H 0.573 -3.635 -2.462
49 C 6.342 6.437 0.552
50 H 6.068 1.537 -2.524
51 C 1.111 4.346 2.173
52 H 6.505 -0.076 -1.939
53 H 5.980 -0.297 0.253
54 H -1.130 -4.494 5.178
55 C -1.080 -3.233 1.541
56 N -1.300 1.107 -0.864
57 C 1.580 1.882 2.570
58 C -1.485 -1.021 -0.415
59 H 1.303 2.066 3.592
60 H -0.935 1.554 1.555
61 C -5.638 -3.167 0.389
62 C -2.900 -5.335 -2.250
63 H 0.552 4.548 3.069
64 Se -4.366 -2.059 -2.827
65 H 1.305 0.830 2.375
66 C 7.068 4.144 0.349
67 C -7.332 2.318 -0.886
68 H -0.483 3.571 -1.198
69 C -0.812 -4.995 -3.386
70 C -2.049 -5.610 -3.313
71 C 3.145 3.077 -0.110
72 H 8.386 5.753 0.738
73 C -2.485 -4.467 -1.248
74 Se 1.453 -2.409 -0.196
75 N 3.385 4.355 0.001
76 H -6.455 -0.407 0.952
77 H -8.066 3.108 -0.900
78 C -6.434 0.341 0.164
79 C 4.695 4.718 0.128
80 C 7.374 5.456 0.537
81 C -4.335 -2.718 2.820
82 C -7.366 1.376 0.146
83 P -4.369 -1.126 -0.955
84 H 3.541 2.092 -2.887
85 H -6.097 -3.359 -0.577
86 C 5.044 6.087 0.329
87 C 4.112 -1.347 -2.711
88 C 4.377 0.130 -2.358
89 N -2.572 0.838 -0.892
90 N -0.604 0.018 -0.594
91 H -1.264 3.197 1.098
92 C 5.722 3.748 0.155
93 C -5.471 1.201 -1.869
94 C -2.739 -0.468 -0.620
95 C -5.282 -3.734 2.691
96 C -5.941 -3.948 1.491
97 H -6.673 -4.748 1.414
98 H -1.069 2.811 2.779
99 H 4.742 -0.440 1.510
100 H -3.865 -5.797 -2.217
101 H -3.332 -1.095 1.811
102 H -3.132 -4.248 -0.424
103 C -1.325 -4.571 1.807
104 C 0.585 3.755 -1.240

The value obtained for the LUMO energy (alpha / beta) is -3.2078 / -3.2693 eV. Its multiplicity is 5. For the energy above the lowest of the compared OMol25 structures with the same formula, charge and spin, the calculation gives 0.0 kcal per mole. The orbital gap (alpha / beta) is 6.421 / 6.360 eV. As for the net charge: +1.

Atomic partial charges in e from the Löwdin method, atoms 1 to 4:
1. H 0.113
2. C -0.389
3. H 0.114
4. C -0.094

3.
A structure of composition C26H21HgN9O4, computed with wB97M-V/def2-TZVPD.

Geometry (Å):
1 H 0.766 -4.814 -5.270
2 O 1.600 0.692 1.685
3 C 1.461 -4.691 -4.448
4 Hg 0.893 0.442 -0.578
5 H 3.940 -4.197 -1.532
6 C -5.217 2.407 3.004
7 C 1.220 0.786 -5.725
8 C -4.175 1.631 3.490
9 C 1.297 -3.632 -3.568
10 C -2.261 0.825 0.376
11 N 2.015 -2.344 -1.662
12 H 4.222 -6.110 -3.100
13 H 2.016 -0.206 3.758
14 H -2.102 0.938 -3.405
15 C 0.101 2.406 5.847
16 N -1.140 0.868 -1.552
17 O 0.800 -1.953 -1.437
18 H -6.125 3.265 1.258
19 H 1.216 0.699 -6.806
20 C 2.511 -5.584 -4.286
21 H -4.433 2.314 -0.298
22 C -4.383 2.121 0.765
23 N -1.203 0.123 0.952
24 O 2.903 -0.721 -0.547
25 H 3.290 1.007 -3.063
26 C -3.330 1.336 1.231
27 C 0.159 2.528 4.470
28 H 3.391 0.786 -5.535
29 H -0.365 -0.622 2.659
30 C -5.322 2.647 1.640
31 H -5.939 2.827 3.693
32 C 0.055 0.931 -3.617
33 N -2.168 0.332 3.073
34 H -4.080 1.436 4.553
35 H -0.333 3.341 3.958
36 C 1.410 0.401 5.748
37 N 3.085 -1.780 -1.225
38 H -0.911 0.780 -5.544
39 C 0.725 1.346 6.498
40 N -2.274 1.096 -0.905
41 C 2.379 0.962 -3.652
42 C 2.438 0.841 -5.027
43 N 1.246 1.028 -2.959
44 C -1.154 0.923 -2.878
45 H -0.439 3.149 6.421
46 C 1.482 0.511 4.364
47 N 0.349 2.649 1.739
48 C -1.192 -0.082 2.208
49 C 0.861 1.578 3.727
50 C 3.256 -4.352 -2.355
51 H -2.003 0.275 4.063
52 C 2.204 -3.466 -2.534
53 N 0.957 1.651 2.308
54 C 3.405 -5.412 -3.237
55 O 0.392 2.658 0.496
56 C 0.042 0.833 -5.031
57 H 0.687 1.265 7.577
58 H 0.483 -2.926 -3.661
59 H 1.900 -0.431 6.238
60 C -3.239 1.105 2.612
61 H 2.629 -6.414 -4.972

The value obtained for the LUMO energy (alpha / beta) is 2.6377 / 2.6373 eV. Its multiplicity is 2. For the energy above the lowest of the compared OMol25 structures with the same formula, charge and spin, the calculation gives 0.0 kcal per mole. The orbital gap (alpha / beta) is 4.973 / 7.248 eV. As for the net charge: -1.

Atomic partial charges in e from the Löwdin method, atoms 1 to 4:
1. H 0.097
2. O -0.214
3. C -0.090
4. Hg 1.178

4.
An isolated molecule of C16H24N2O3S, computed with wB97M-V/def2-TZVPD.

Geometry (Å):
1 C -1.537 2.521 -0.693
2 H -0.228 -0.191 1.253
3 H 5.934 0.296 -0.420
4 H -2.418 3.102 -0.413
5 C -0.583 2.395 0.507
6 H 4.371 1.329 1.236
7 H -6.508 -1.788 0.032
8 H -5.006 -0.949 -2.057
9 O -1.479 0.633 -2.184
10 C -3.331 -0.820 -0.644
11 C -4.835 -0.818 -0.990
12 H -5.268 0.141 -0.697
13 H 1.620 -1.721 0.593
14 H -2.525 -1.290 1.337
15 H 5.210 0.501 2.549
16 N -2.838 0.514 -0.387
17 H 6.780 -0.528 0.900
18 C -5.447 -1.942 -0.156
19 N 4.846 -1.211 0.470
20 O 3.500 -2.682 -1.011
21 O 4.706 -0.783 -2.046
22 C 1.594 -0.696 0.260
23 H 1.577 2.935 -1.029
24 H -4.714 -2.839 1.703
25 C -4.610 -1.926 1.119
26 C 0.569 0.163 0.617
27 C 5.330 0.930 1.557
28 C 0.556 1.477 0.162
29 H 6.052 1.740 1.608
30 H -1.124 2.002 1.370
31 H -2.730 -1.189 -1.478
32 C -1.942 1.137 -1.185
33 H -1.027 3.023 -1.515
34 C 1.583 1.918 -0.666
35 H -3.224 1.001 0.406
36 H 5.139 -2.115 0.796
37 C -3.189 -1.730 0.593
38 H -4.905 -1.083 1.746
39 C 2.603 -0.235 -0.559
40 C 5.812 -0.137 0.577
41 H 3.409 1.379 -1.680
42 H -0.204 3.386 0.763
43 S 3.959 -1.326 -0.945
44 H -2.768 -2.690 0.295
45 C 2.609 1.063 -1.029
46 H -5.321 -2.897 -0.666

The value obtained for the LUMO energy is 0.5123 eV. For the energy above the lowest of the compared OMol25 structures with the same formula, charge and spin, the calculation gives 24.3 kcal per mole. The orbital gap is 9.786 eV. As for the net charge: 0.

Atomic partial charges in e from the Löwdin method, atoms 1 to 4:
1. C -0.094
2. H 0.106
3. H 0.101
4. H 0.116

Q: What is the formula in the fourth record?
A: C16H24N2O3S